Record 1
DFT (the ωB97M-V functional and the def2-TZVPD basis) results for a cluster of 3 separate species, HN5OS in total.

Cartesian coordinates (Å):
1 N 1.43274 0.69582 1.14736
2 N -2.49900 0.92915 1.32198
3 N -2.50700 0.63840 2.41851
4 N 1.55001 1.02658 0.08156
5 N -2.01617 1.08175 0.21859
6 O 1.67306 1.32342 -1.04147
7 S -2.64707 1.56091 -1.27037
8 H 5.01342 -7.25602 -2.87615

Values from the calculation:
net charge: -2
highest occupied orbital energy: 0.06861 Ha

***

Record 2
DFT (the ωB97M-V functional and the def2-TZVPD basis) results for a cluster of 2 separate species, HN5OS in total.

Cartesian coordinates (Å):
1 N 9.98660 0.43367 0.84714
2 N 9.64339 0.10520 -1.63292
3 N 9.69973 1.28403 -1.23088
4 N 9.99420 1.52048 0.04459
5 N 9.82262 -0.63837 0.18736
6 O 10.00071 2.68721 0.54034
7 S 9.80970 -2.21225 0.51166
8 H -11.40164 -3.00980 -0.97821

Values from the calculation:
net charge: -2
highest occupied orbital energy: 0.04855 Ha

***

Record 3
DFT (the ωB97M-V functional and the def2-TZVPD basis) results for the ion HN6O with charge -1.

Cartesian coordinates (Å):
1 N -0.42497 1.49346 0.13177
2 N -1.12678 2.34465 -0.36852
3 N 0.53789 0.86723 0.72736
4 N 0.35903 -1.07441 -0.30745
5 N 1.16872 -0.13076 0.20211
6 N -0.74278 -1.32487 0.26467
7 O -1.38156 -2.37821 -0.00423
8 H 1.61045 0.20292 -0.64572

Values from the calculation:
net charge: -1
highest occupied orbital energy: -0.09981 Ha

***

Record 4
DFT (the ωB97M-V functional and the def2-TZVPD basis) results for the molecule HNO2S.

Cartesian coordinates (Å):
1 N -2.94599 0.79383 -0.00653
2 S -1.77508 0.01199 0.03796
3 O -1.70295 -1.36487 -0.04645
4 O -0.32964 0.69380 -0.06052
5 H 0.40550 0.25144 -0.48714

Values from the calculation:
SMILES: N#S(=O)O
highest occupied orbital energy: -0.39982 Ha

***

Record 5
DFT (the ωB97M-V functional and the def2-TZVPD basis) results for a structure of composition HNO3.

Cartesian coordinates (Å):
1 N -2.47866 -0.32446 -0.37851
2 O -3.42586 -0.02787 0.19695
3 O -0.10393 0.47803 -0.48149
4 O -1.23530 0.79692 0.15669
5 H 0.77649 0.45454 0.01987

Values from the calculation:
highest occupied orbital energy (alpha / beta): -0.34429 / -0.34428 Ha

***

Record 6
DFT (the ωB97M-V functional and the def2-TZVPD basis) results for a cluster of 2 separate species, HNO6P2S in total.

Cartesian coordinates (Å):
1 N 3.08396 -1.36073 0.19038
2 O -0.91736 1.10896 1.72752
3 O 0.77360 0.98118 -0.36486
4 O 3.44683 -0.65506 -0.75008
5 O 2.03814 -1.09675 0.88891
6 O -1.38262 2.32214 -0.48593
7 O -1.98622 -1.41979 -1.81221
8 P -1.89358 -0.72146 -0.55796
9 P -0.69141 1.26504 0.26129
10 S -3.58834 -0.72863 0.51289
11 H 1.11699 0.30509 0.39005

Values from the calculation:
net charge: -2
highest occupied orbital energy: -0.04349 Ha

***

Record 7
DFT (the ωB97M-V functional and the def2-TZVPD basis) results for a structure of composition HNO6S2.

Cartesian coordinates (Å):
1 N 0.33262 -0.38410 -1.72270
2 O 2.56502 0.19649 -0.75891
3 O -1.68118 0.24810 -0.08032
4 O 0.92884 1.94844 -0.70042
5 O -1.31230 0.16050 2.26586
6 O -1.16363 -1.93211 1.10344
7 O 0.63798 -0.09722 0.85562
8 S 1.13651 0.46138 -0.70917
9 S -0.94634 -0.45273 1.02733
10 H -0.49752 -0.14875 -1.28073

Values from the calculation:
net charge: -2
highest occupied orbital energy: -0.03179 Ha

***

Record 8
DFT (the ωB97M-V functional and the def2-TZVPD basis) results for the molecule HNOP2.

Cartesian coordinates (Å):
1 O 1.53964 1.09787 -2.21142
2 P 0.48722 1.87444 -1.38644
3 P 1.62415 1.34120 0.28771
4 N 0.15890 0.70420 0.08216
5 H -0.36934 -0.01265 0.58396

Values from the calculation:
SMILES: O=P1=PN1
highest occupied orbital energy: -0.32034 Ha

***

Record 9
DFT (the ωB97M-V functional and the def2-TZVPD basis) results for a cluster of 2 separate species, HO2S in total.

Cartesian coordinates (Å):
1 O 3.92401 -0.38745 0.17981
2 O -0.97432 -0.44288 -0.04335
3 S 2.51970 0.09715 -0.12581
4 H -0.16200 -0.33127 -0.48849

Values from the calculation:
net charge: -1
highest occupied orbital energy (alpha / beta): -0.15570 / -0.08026 Ha

***

Record 10
DFT (the ωB97M-V functional and the def2-TZVPD basis) results for the ion HO3S2 with charge -1.

Cartesian coordinates (Å):
1 O 0.71998 -0.76625 1.31798
2 S 0.54233 -0.05908 0.00308
3 O 0.93339 -0.96975 -1.13280
4 O 1.54112 1.23050 -0.01873
5 S -1.38284 0.75574 -0.24120
6 H -2.35399 -0.19116 0.07166

Values from the calculation:
SMILES: O=S(=O)([O-])S
net charge: -1
highest occupied orbital energy: -0.17940 Ha

***

Record 11
DFT (the ωB97M-V functional and the def2-TZVPD basis) results for the ion HO5P with charge -2.

Cartesian coordinates (Å):
1 O 1.71067 -0.06289 1.18650
2 P 0.80731 0.19033 0.00327
3 O -0.21547 1.33794 0.12356
4 O 1.46926 0.09275 -1.31181
5 O -0.52887 -1.24809 -0.03198
6 O -1.83836 -0.67511 -0.03133
7 H -1.40453 0.36508 0.06180

Values from the calculation:
SMILES: O=P([O-])([O-])OO
net charge: -2
highest occupied orbital energy: 0.03119 Ha

***

Record 12
DFT (the ωB97M-V functional and the def2-TZVPD basis) results for a cluster of 2 separate species, HOS3 in total.

Cartesian coordinates (Å):
1 O -0.99751 -1.23237 3.16464
2 S 1.78597 -1.82130 2.80842
3 S 0.93368 0.31634 -1.76334
4 S -0.07119 -1.92822 2.24193
5 H 0.14706 0.18437 -0.70883

Values from the calculation:
net charge: -1
highest occupied orbital energy (alpha / beta): -0.09551 / -0.09523 Ha

***

Record 13
DFT (the ωB97M-V functional and the def2-TZVPD basis) results for the molecule HPS2.

Cartesian coordinates (Å):
1 S 3.69305 1.40233 -1.87102
2 P 2.19465 0.46284 -0.37790
3 S 0.22655 0.94317 -0.75945
4 H -0.15855 -0.04859 0.05899

Values from the calculation:
SMILES: S=PS
highest occupied orbital energy (alpha / beta): -0.32819 / -0.32813 Ha

***

Record 14
DFT (the ωB97M-V functional and the def2-TZVPD basis) results for a cluster of 2 separate species, I2O3 in total.

Cartesian coordinates (Å):
1 O 0.57507 0.14397 -0.25740
2 O 1.70561 -1.81331 -0.97229
3 O -0.59429 0.26511 -0.65356
4 I 2.31798 -1.90007 0.71783
5 I -1.25005 1.39355 -2.21959

Values from the calculation:
highest occupied orbital energy (alpha / beta): -0.33321 / -0.34435 Ha

***

Record 15
DFT (the ωB97M-V functional and the def2-TZVPD basis) results for the ion IO2S2 with charge -1.

Cartesian coordinates (Å):
1 O -0.39452 -0.99999 -1.15346
2 S 0.32042 0.21017 0.05302
3 O -0.01068 -0.21135 1.34390
4 S -0.12426 2.14658 -0.26857
5 I 2.74602 -0.05883 -0.11356

Values from the calculation:
SMILES: O=S(=O)([S-])I
net charge: -1
highest occupied orbital energy: -0.17777 Ha

***

Record 16
DFT (the ωB97M-V functional and the def2-TZVPD basis) results for a structure of composition IO2V.

Cartesian coordinates (Å):
1 O -0.98789 0.66185 -1.11301
2 V -0.82670 0.11458 0.37771
3 O -0.29371 -1.37441 0.24926
4 I 2.10830 0.59798 0.48604

Values from the calculation:
highest occupied orbital energy: -0.33092 Ha

***

Record 17
DFT (the ωB97M-V functional and the def2-TZVPD basis) results for a structure of composition IPb.

Cartesian coordinates (Å):
1 Pb 18.73706 25.61169 14.11615
2 I 17.44361 23.41952 10.97938

Values from the calculation:
net charge: +1
highest occupied orbital energy: -0.47275 Ha

***

Record 18
DFT (the ωB97M-V functional and the def2-TZVPD basis) results for a structure of composition Li3O4SSr4.

Cartesian coordinates (Å):
1 Sr 2.01891 -3.40527 0.50261
2 Sr -1.98377 -2.62728 -1.26623
3 Sr 1.49921 1.36254 -3.32519
4 Sr 2.30699 0.39531 3.43886
5 Li 1.57018 3.95947 -0.17736
6 Li -2.66106 1.26012 -0.74680
7 Li -1.69343 -0.02935 1.92502
8 S -0.18382 -0.16292 -0.08164
9 O -1.67008 -0.35383 -0.13000
10 O 0.12318 0.17094 1.31956
11 O 0.40895 -1.50050 -0.40645
12 O 0.26473 0.93076 -1.05238

Values from the calculation:
net charge: +9
highest occupied orbital energy: -1.52494 Ha

***

Record 19
DFT (the ωB97M-V functional and the def2-TZVPD basis) results for a structure of composition Li4O16S4.

Cartesian coordinates (Å):
1 Li -8.19252 10.41981 -4.74486
2 Li -5.45524 10.21874 -4.18086
3 Li -9.12224 8.79353 -7.03426
4 Li -10.10429 8.54541 -4.24169
5 S -7.14517 11.77111 -2.14286
6 O -6.87050 11.38470 -0.76480
7 O -8.21335 12.75593 -2.15910
8 O -6.02920 12.39347 -2.78462
9 O -7.54659 10.57666 -2.88885
10 S -10.64832 11.12912 -5.55658
11 O -10.44449 9.70800 -5.69068
12 O -10.28734 11.91698 -6.71882
13 O -12.05491 11.32429 -5.22034
14 O -9.72904 11.52407 -4.50617
15 S -7.16719 7.70016 -5.35445
16 O -7.09495 6.39497 -4.70568
17 O -5.95305 8.51481 -5.06255
18 O -7.29918 7.68695 -6.79956
19 O -8.26330 8.43968 -4.77942
20 S -6.77939 11.17566 -6.77913
21 O -7.06341 12.42193 -7.42239
22 O -7.99365 10.40941 -6.68586
23 O -5.71034 10.44980 -7.45066
24 O -6.49200 11.50726 -5.37240

Values from the calculation:
net charge: -4
highest occupied orbital energy: 0.17806 Ha

***

Record 20
DFT (the ωB97M-V functional and the def2-TZVPD basis) results for a structure of composition N2O14S2Sr3.

Cartesian coordinates (Å):
1 Sr -1.22731 -3.74755 -2.06596
2 Sr 0.35807 2.36328 -3.38905
3 Sr -2.21543 0.45940 1.77255
4 N 0.57064 1.03698 3.86133
5 O 0.31297 1.14476 2.60467
6 O 1.24989 0.10176 4.25790
7 O 0.08715 1.87660 4.63890
8 N -0.32032 -0.20423 -0.86774
9 O -0.64324 -1.20972 -1.51273
10 O 0.30445 0.72247 -1.45315
11 O -0.32180 -0.14245 0.37782
12 S 3.34808 2.42979 -1.96888
13 O 2.47967 1.76705 -3.04740
14 O 2.90271 2.04852 -0.63505
15 O 4.66482 1.81450 -2.26835
16 O 3.34036 3.88248 -2.21717
17 S -3.00971 -2.84778 0.40941
18 O -3.25319 -2.73633 -1.08084
19 O -1.57656 -3.30234 0.40437
20 O -3.14242 -1.61297 1.24259
21 O -3.90885 -3.84423 0.93679

Values from the calculation:
highest occupied orbital energy: -0.23881 Ha